No. 1
{"formula": "C4H12", "method": "ωB97M-V/def2-TZVPD", "species": ["C", "C", "C", "C", "H", "H", "H", "H", "H", "H", "H", "H", "H", "H", "H", "H"], "xyz": [[0.767, 0.282, -2.108], [-0.612, 0.306, 2.320], [-1.607, 0.619, 1.221], [1.276, -1.091, -1.485], [-1.944, -0.425, 0.986], [-0.109, -0.737, 2.349], [1.625, -0.926, -0.455], [0.198, 0.816, -1.394], [0.492, -1.913, -1.437], [-1.101, 0.512, 3.316], [0.267, 1.081, 2.206], [2.082, -1.620, -2.112], [1.781, 0.830, -2.227], [0.463, 0.139, -3.143], [-1.124, 1.047, 0.407], [-2.454, 1.081, 1.556]], "forces_ev_per_angstrom": [[4.505, -1.563, -0.287], [2.408, 1.413, 1.533], [1.033, -4.744, 0.516], [-0.659, -1.182, -0.930], [-0.163, 0.982, -0.732], [-1.114, 1.689, -0.299], [0.100, -0.122, -0.417], [-1.053, 0.506, 0.080], [0.517, 1.219, 0.068], [0.797, -0.437, -0.820], [-1.431, -1.514, 0.640], [-0.868, 1.231, 0.920], [-1.687, -0.305, 0.231], [-0.845, 0.219, 0.326], [0.366, 0.852, -1.570], [-1.906, 1.756, 0.742]], "total_energy_ev": -4341.3920, "gap_ev": 12.339, "lumo_energy_ev": 1.13, "smiles": "CC.CC", "homo_ev": -11.21}

=====

No. 2
{"formula": "C9H17ClI2LaN2OPSe", "method": "ωB97M-V/def2-TZVPD", "species": ["La", "I", "I", "Se", "Cl", "P", "O", "N", "N", "C", "C", "C", "C", "C", "C", "C", "C", "C", "H", "H", "H", "H", "H", "H", "H", "H", "H", "H", "H", "H", "H", "H", "H", "H", "H"], "xyz": [[1.170, 0.020, 0.813], [-1.446, -1.825, -0.121], [-1.350, 2.076, -0.295], [-0.355, 0.904, 3.112], [3.724, 0.140, 0.455], [0.398, 0.021, -2.231], [-4.646, 0.027, -0.222], [1.584, -1.072, 4.145], [-0.468, -1.790, 4.116], [0.299, -2.748, 4.756], [-1.915, -1.806, 4.081], [1.573, -2.304, 4.767], [-3.514, 0.135, -0.239], [-1.231, -0.052, -3.074], [1.204, 1.375, -3.165], [2.744, -0.194, 4.146], [0.305, -0.725, 3.760], [1.168, -1.487, -2.944], [-0.129, -3.635, 5.181], [3.460, -0.505, 3.368], [-2.282, -0.821, 3.769], [2.442, 0.840, 3.935], [-2.301, -2.061, 5.082], [-1.824, 0.830, -2.811], [0.597, 2.286, -3.076], [-1.130, -0.105, -4.166], [1.321, -1.357, -4.026], [2.198, 1.557, -2.729], [-2.262, -2.542, 3.348], [-1.774, -0.939, -2.727], [3.240, -0.226, 5.134], [2.461, -2.737, 5.187], [2.134, -1.661, -2.445], [0.497, -2.334, -2.748], [1.323, 1.108, -4.224]], "forces_ev_per_angstrom": [[-0.216, 0.096, -0.885], [-0.254, -0.906, 0.646], [-0.130, 0.961, 0.470], [0.141, 0.224, 0.119], [-0.137, -0.017, 0.076], [0.570, -0.233, -1.351], [2.221, 0.297, -0.010], [-0.961, 0.378, -0.115], [0.699, 0.480, 0.231], [-0.097, 0.418, -0.250], [-0.831, -0.198, -0.118], [-0.187, 0.214, -0.201], [-2.322, -0.323, -0.046], [-0.362, 0.021, 0.341], [0.230, 0.108, 0.328], [0.861, 0.396, -0.131], [0.643, -1.366, 0.996], [0.165, 0.093, 0.364], [-0.103, -0.153, -0.027], [-0.144, 0.050, 0.368], [0.124, -0.300, 0.254], [-0.067, -0.308, 0.195], [0.140, 0.165, -0.479], [0.055, -0.170, -0.277], [0.234, -0.171, -0.081], [0.174, 0.035, 0.308], [-0.069, -0.165, 0.357], [-0.220, 0.074, -0.229], [0.043, 0.054, 0.239], [0.058, 0.207, -0.334], [-0.316, 0.004, -0.531], [0.107, -0.049, -0.019], [-0.209, -0.087, -0.335], [0.285, 0.096, -0.178], [-0.125, 0.078, 0.304]], "total_energy_ev": -118841.4258, "gap_ev": [4.744, 5.176], "lumo_energy_ev": [-10.28, -9.84], "total_charge": 2, "homo_ev": [-15.03, -15.01]}

=====

No. 3
{"formula": "C34H24AsBrIN4O2S2V", "method": "ωB97M-V/def2-TZVPD", "species": ["I", "Br", "As", "V", "S", "S", "O", "O", "N", "N", "N", "N", "C", "C", "C", "C", "C", "C", "C", "C", "C", "C", "C", "C", "C", "C", "C", "C", "C", "C", "C", "C", "C", "C", "C", "C", "C", "C", "C", "C", "C", "C", "C", "C", "C", "C", "H", "H", "H", "H", "H", "H", "H", "H", "H", "H", "H", "H", "H", "H", "H", "H", "H", "H", "H", "H", "H", "H", "H", "H"], "xyz": [[-2.471, -0.427, -0.485], [2.551, 2.089, -5.250], [-0.209, -2.103, 1.324], [0.021, 0.119, 0.421], [-1.506, 3.590, -3.009], [1.771, 0.305, 1.838], [2.418, -1.935, -0.237], [0.839, -0.519, -0.889], [4.921, -0.699, -3.356], [-0.297, 2.149, -1.286], [-0.761, 1.708, 1.439], [-1.811, 3.638, 1.687], [1.202, -2.270, 2.626], [-1.766, 2.826, 5.300], [-3.565, -1.890, 3.863], [3.269, -2.344, 4.465], [-3.086, -4.219, 3.528], [-1.936, 3.777, -1.374], [2.050, -1.173, 2.760], [-1.259, 2.766, 0.825], [-1.176, -3.996, -0.621], [2.414, -3.432, 4.343], [1.057, -4.453, 0.175], [3.089, -1.213, 3.685], [-3.842, -3.223, 4.129], [2.869, -0.631, -2.154], [-1.187, 2.936, -0.604], [-1.086, 1.609, 5.160], [-2.069, 3.605, 4.203], [0.056, -5.867, -1.492], [4.154, -1.124, -2.364], [4.455, 0.230, -4.182], [1.123, -5.557, -0.661], [-2.531, -1.553, 3.007], [-1.763, -2.547, 2.411], [-0.990, 1.908, 2.806], [1.375, -3.393, 3.425], [-2.051, -3.884, 2.668], [2.046, -1.098, -1.019], [2.373, 0.332, -3.022], [-1.096, -5.095, -1.462], [-0.089, -3.665, 0.184], [-0.690, 1.133, 3.927], [-0.365, 2.390, -2.556], [-1.671, 3.124, 2.964], [3.182, 0.771, -4.049], [-2.592, 4.547, 4.306], [4.568, -1.884, -1.712], [4.077, -2.374, 5.183], [0.692, -4.227, 3.328], [-1.937, -5.354, -2.092], [-3.304, -5.260, 3.727], [-0.865, 1.028, 6.046], [1.374, 0.714, -2.885], [-2.083, -3.408, -0.583], [2.012, -6.174, -0.666], [-4.162, -1.108, 4.315], [-0.173, 0.189, 3.847], [0.125, -6.712, -2.164], [-2.341, -0.514, 2.780], [2.553, -4.307, 4.963], [1.892, -4.202, 0.813], [-2.062, 3.155, 6.286], [-1.480, -4.665, 2.180], [-4.657, -3.486, 4.791], [5.117, 0.552, -4.978], [0.238, 1.916, -3.317], [3.748, -0.361, 3.790], [-2.211, 4.530, 1.451], [-2.725, 4.451, -1.079]], "forces_ev_per_angstrom": [[0.038, 0.161, 0.021], [0.079, -0.086, 0.044], [-0.332, -1.465, 1.159], [-1.423, 1.225, 1.325], [0.142, -0.228, 0.136], [-0.247, 0.308, 0.084], [-0.186, 0.245, -0.285], [1.224, -0.677, -2.678], [0.177, -0.075, -0.025], [0.067, -0.230, 0.453], [-0.187, 0.827, 0.324], [-0.025, -0.029, -0.058], [0.125, -0.069, -0.001], [-0.018, 0.020, -0.030], [-0.039, 0.052, 0.029], [0.014, -0.039, 0.032], [-0.048, -0.014, 0.040], [0.077, -0.036, 0.011], [-0.117, -0.296, -0.062], [-0.069, 0.058, 0.283], [-0.004, 0.052, 0.073], [-0.014, -0.040, 0.018], [-0.004, 0.117, 0.132], [0.011, 0.104, -0.052], [0.009, -0.014, -0.018], [-0.358, 0.295, -0.179], [-0.253, 0.372, -0.395], [0.016, -0.029, 0.005], [-0.053, 0.123, 0.001], [0.049, -0.007, 0.002], [-0.093, -0.009, 0.074], [-0.075, 0.054, -0.022], [-0.037, -0.037, -0.038], [0.089, -0.031, -0.104], [-0.006, 0.074, -0.013], [-0.196, 0.266, 0.199], [-0.019, 0.087, -0.088], [0.146, 0.036, -0.111], [1.401, -0.998, 0.088], [0.125, -0.068, -0.022], [-0.004, -0.048, -0.014], [0.013, 0.126, -0.144], [0.002, 0.008, -0.047], [-0.195, 0.311, -0.363], [0.186, -0.376, 0.098], [-0.081, 0.026, -0.007], [-0.002, -0.014, -0.001], [-0.044, 0.020, 0.034], [0.009, 0.007, -0.014], [0.043, -0.052, 0.039], [-0.009, 0.032, 0.001], [0.000, -0.002, -0.028], [0.004, -0.016, -0.021], [0.216, -0.200, 0.057], [0.005, 0.022, -0.050], [0.015, 0.020, 0.000], [0.000, -0.015, 0.003], [0.027, -0.033, -0.004], [-0.031, -0.024, 0.034], [-0.045, 0.060, 0.023], [0.002, 0.011, 0.004], [0.046, -0.003, -0.047], [0.012, 0.020, -0.006], [-0.019, -0.037, 0.047], [0.014, -0.004, 0.011], [-0.034, 0.023, -0.002], [-0.175, 0.140, 0.047], [-0.006, -0.004, 0.015], [0.025, 0.011, -0.056], [0.037, -0.009, 0.040]], "total_energy_ev": -232040.2620, "gap_ev": [6.593, 7.363], "multiplicity": 2, "lumo_energy_ev": [-4.35, -3.68], "total_charge": 1, "homo_ev": [-10.95, -11.04]}

=====

No. 4
{"formula": "C2H3FN2O2S", "method": "ωB97M-V/def2-TZVPD", "species": ["S", "F", "O", "O", "N", "N", "C", "C", "H", "H", "H"], "xyz": [[0.255, -0.656, -0.665], [3.029, 0.713, -1.083], [1.566, -1.071, 1.631], [0.564, 0.510, -1.411], [-3.078, 0.690, -0.685], [1.428, -0.265, 0.774], [-2.244, 0.228, -0.080], [-1.140, -0.266, 0.566], [-1.538, -1.277, 1.066], [2.010, 0.933, -1.364], [-0.850, 0.463, 1.250]], "forces_ev_per_angstrom": [[-1.164, -3.225, 2.542], [-3.179, 0.883, -1.120], [-0.239, 1.265, -1.800], [0.033, 3.315, -2.374], [-2.070, 0.942, -1.237], [0.444, -1.416, 2.452], [-0.561, 0.494, -1.051], [0.556, -4.288, 0.711], [1.581, 1.999, -0.765], [3.597, -0.948, 1.066], [1.004, 0.980, 1.575]], "total_energy_ev": -22745.6809, "gap_ev": 8.411, "lumo_energy_ev": -1.70, "smiles": "N#CCS(=O)#[N+][O-].F", "homo_ev": -10.11}